# C35H63N2O9PS2

A structure of composition C35H63N2O9PS2 (the ωB97M-V functional and the def2-TZVPD basis, the Open Molecules 2025 dataset).

Summary:
**Largest force on an atom**: 2.696 eV/A
**Kohn-Sham gap**: 7.212 eV
**E**: -89682.789 eV
**E_LUMO**: -0.5 eV

```
112
Properties=species:S:1:pos:R:3:forces:R:3
C 0.7331 -2.5739 3.9636 -0.416 0.765 -0.609
P -0.1814 -3.3071 2.5289 -0.040 -1.352 0.042
C -1.9797 -2.9369 2.8913 0.915 1.034 -0.828
C 0.1212 -2.2902 0.9990 -0.212 -0.277 0.078
C 0.0162 -2.9984 -0.2677 0.116 0.403 0.324
C 0.1833 -2.3159 -1.4324 -0.256 0.241 -0.323
S 0.0205 -3.1165 -3.0252 0.022 0.195 0.234
C 0.4890 -0.9180 -1.3495 0.353 1.748 -0.327
N 0.6849 -0.1064 -2.4122 -0.077 -0.172 0.867
S 0.9909 1.3548 -1.8314 0.248 0.657 0.266
N 0.9244 1.1399 -0.1968 -0.323 -0.962 -1.751
C 0.6236 -0.1552 -0.1052 -0.488 -2.584 0.596
C 0.3936 -0.9595 1.0684 0.201 0.686 0.771
H 1.7885 -2.8584 3.9985 -0.370 -0.001 -0.298
H 0.6635 -1.4694 3.9693 -0.044 -0.416 0.325
H 0.2770 -3.0025 4.8687 0.091 0.298 -0.327
H -2.3582 -3.5049 3.7480 0.140 0.157 -0.271
H -2.5310 -3.1363 1.9544 0.177 -0.153 0.786
H -2.0317 -1.8405 3.0398 -0.343 -0.457 0.294
H -0.1950 -4.0700 -0.2802 -0.015 0.346 0.125
H -0.3522 -2.0542 -3.7830 0.200 -0.166 0.502
H 0.4271 -0.5212 2.0723 0.064 0.155 -0.503
C -1.8757 2.3935 -3.9195 -0.306 -0.196 -0.048
C -2.2750 3.1130 -5.1799 -0.092 -0.070 -0.099
O -3.2652 2.7917 -5.8021 0.447 0.179 0.095
C -1.3953 4.2491 -5.6371 -0.252 0.064 -0.295
H -2.5969 1.6035 -3.7123 0.005 0.025 -0.034
H -0.8899 1.9444 -4.0430 0.087 0.187 0.118
H -1.8659 3.0897 -3.0787 0.265 0.007 -0.016
H -0.3875 3.8825 -5.8364 0.066 0.089 0.230
H -1.3628 5.0276 -4.8724 0.229 -0.084 0.068
H -1.8032 4.6735 -6.5539 -0.027 -0.040 0.030
C 3.8090 -4.1078 7.8689 -0.152 0.297 0.013
C 3.0840 -4.3589 6.5700 -0.248 -0.090 -0.057
O 2.3906 -3.5012 6.0606 0.361 -0.113 0.361
C 3.2623 -5.7093 5.9376 -0.246 0.404 -0.132
H 3.5952 -3.0960 8.2109 0.004 -0.032 -0.004
H 3.4704 -4.8150 8.6275 0.162 -0.102 -0.037
H 4.8841 -4.2095 7.7160 -0.013 -0.212 0.116
H 2.9021 -6.4891 6.6110 0.228 -0.059 0.040
H 4.3155 -5.8727 5.7056 -0.163 -0.130 0.204
H 2.6898 -5.7538 5.0118 0.007 0.004 0.030
C 1.5326 6.4581 -3.0360 -0.303 -0.185 -0.010
C 1.9047 5.1077 -3.5903 -0.087 0.014 0.062
O 1.1758 4.1484 -3.4556 0.013 -0.007 -0.070
C 3.2206 4.9967 -4.3193 -0.091 -0.339 -0.039
H 0.5675 6.3908 -2.5388 0.077 0.004 0.067
H 2.2782 6.7797 -2.3076 0.025 0.133 -0.097
H 1.4626 7.1871 -3.8461 0.208 0.060 0.041
H 4.0410 5.2560 -3.6483 0.011 0.173 -0.094
H 3.2242 5.6614 -5.1847 0.115 0.123 0.105
H 3.3587 3.9725 -4.6628 -0.016 0.026 0.019
C -5.5726 -4.6497 0.0064 0.194 -0.028 0.253
C -4.8376 -3.3547 -0.2330 0.093 0.064 0.024
O -3.9496 -2.9880 0.5043 -0.225 -0.021 -0.266
C -5.2538 -2.5359 -1.4284 0.217 0.183 0.113
H -5.1718 -5.1333 0.8958 0.003 0.031 -0.026
H -6.6344 -4.4522 0.1617 -0.030 -0.064 -0.182
H -5.4396 -5.3167 -0.8468 -0.180 0.045 -0.053
H -6.3018 -2.2463 -1.3359 -0.041 -0.131 -0.144
H -5.1070 -3.1114 -2.3437 -0.190 -0.023 -0.007
H -4.6443 -1.6354 -1.4788 -0.005 -0.036 0.018
C 7.5967 -6.6240 4.3412 -0.282 0.169 0.162
C 6.5081 -7.6641 4.4320 -0.040 0.056 0.026
O 5.4229 -7.4032 4.9044 0.316 -0.247 -0.146
C 6.8251 -9.0430 3.9104 -0.313 -0.074 0.089
H 7.2356 -5.6812 4.7500 0.033 -0.010 -0.032
H 8.4670 -6.9450 4.9160 0.088 -0.042 -0.170
H 7.8771 -6.4686 3.2983 0.160 -0.091 0.037
H 7.6619 -9.4683 4.4666 0.113 0.041 -0.154
H 7.0721 -8.9919 2.8488 0.186 -0.021 0.051
H 5.9560 -9.6861 4.0378 0.017 0.036 0.002
C -0.9833 5.8253 2.0515 -0.101 0.239 -0.184
C 0.0476 5.6259 0.9684 0.091 0.053 -0.141
O 0.1127 6.3688 0.0140 -0.055 0.003 0.037
C 0.9935 4.4627 1.1216 0.060 0.143 -0.225
H -1.5938 6.6947 1.8130 0.033 -0.021 -0.010
H -1.6296 4.9485 2.1166 0.101 -0.053 0.163
H -0.4893 5.9946 3.0096 -0.050 -0.183 0.049
H 0.4330 3.5270 1.1425 0.094 -0.041 0.188
H 1.5757 4.5770 2.0379 -0.125 -0.164 0.092
H 1.6796 4.4370 0.2763 -0.052 0.009 -0.003
C -3.8442 6.5916 -2.2155 -0.046 0.281 0.017
C -4.7548 6.7692 -3.4075 -0.085 0.127 -0.042
O -5.2094 7.8517 -3.6974 0.040 -0.047 0.023
C -5.0711 5.5376 -4.2196 -0.150 0.219 -0.120
H -3.7010 7.5524 -1.7242 -0.003 -0.022 -0.032
H -4.2931 5.8962 -1.5040 0.129 -0.136 -0.062
H -2.8720 6.2150 -2.5399 -0.039 -0.165 0.088
H -5.5733 4.7971 -3.5944 0.179 -0.121 -0.013
H -4.1531 5.1170 -4.6321 -0.042 -0.168 0.106
H -5.7318 5.8072 -5.0419 0.025 0.016 0.028
C 5.4810 -1.7588 6.0541 0.212 -0.166 0.047
C 6.2959 -2.0139 4.8118 0.145 -0.067 0.035
O 7.2669 -2.7379 4.8307 -0.082 -0.020 -0.019
C 5.8490 -1.3299 3.5439 0.228 -0.153 -0.132
H 5.9136 -2.3107 6.8862 0.044 0.047 -0.038
H 5.4903 -0.6947 6.2967 -0.187 0.010 -0.074
H 4.4558 -2.0991 5.8987 -0.074 0.247 -0.002
H 5.8745 -0.2469 3.6755 -0.197 -0.005 0.014
H 4.8376 -1.6490 3.2849 -0.066 0.173 0.070
H 6.5213 -1.6006 2.7315 -0.007 -0.005 0.040
C -5.7436 1.8614 -6.3548 -0.526 -0.272 0.235
C -7.1555 1.3406 -6.4440 0.034 -0.035 0.132
O -7.7002 0.8190 -5.4958 -0.016 0.016 -0.072
C -7.8669 1.4959 -7.7676 -0.267 -0.152 0.148
H -5.3559 1.6863 -5.3567 -0.031 -0.008 -0.037
H -5.1088 1.3414 -7.0726 0.044 0.202 -0.090
H -5.7290 2.9332 -6.5531 0.129 -0.046 -0.179
H -7.3235 0.9600 -8.5476 0.066 0.175 -0.064
H -7.9438 2.5529 -8.0276 0.144 -0.029 -0.130
H -8.8702 1.0798 -7.6898 0.034 0.009 0.015
```
Forces are in eV/Å.

***

# C35H65BCl21N2O5PSSi

A structure of composition C35H65BCl21N2O5PSSi (the ωB97M-V functional and the def2-TZVPD basis, the Open Molecules 2025 dataset).

Summary:
**Largest force on an atom**: 2.089 eV/A
**Kohn-Sham gap**: 8.079 eV
**E**: -342223.854 eV
**E_LUMO**: -0.8 eV

```
132
Properties=species:S:1:pos:R:3:forces:R:3
C -2.1963 0.3358 -1.8162 0.174 0.820 0.400
C -2.3673 -0.6724 -0.6729 -0.353 -0.407 -0.588
C -2.0479 -2.1747 -1.0107 0.152 0.060 0.968
Cl -1.9614 -2.4810 -2.7909 -0.254 -0.069 0.219
C -0.8418 -2.7639 -0.2305 0.066 0.109 -0.085
C 0.4842 -2.4355 -0.4223 -0.767 0.524 0.466
C 0.9171 -1.3609 -1.4098 0.482 0.964 0.356
C 1.3938 -0.0598 -0.7098 -0.414 -0.757 0.932
O 0.3881 0.9345 -0.6317 0.517 0.301 0.090
Si 0.4967 1.8753 0.7643 -0.351 0.633 0.376
C -0.3644 1.0294 2.2307 0.336 -0.498 -0.803
C 2.2723 2.1678 1.3137 -0.235 -0.399 -0.027
C -0.3425 3.5264 0.4554 0.116 -0.617 -0.302
C 1.5531 -3.0496 0.3643 0.572 0.274 -0.015
B 3.1020 -2.6651 0.1095 0.381 0.603 -0.118
C 3.8241 -1.4506 0.8162 -0.501 -0.509 0.175
O 3.8268 -3.4401 -0.7992 -0.503 0.357 -0.058
C 1.3183 -3.9728 1.3357 -0.419 -0.726 0.445
P 2.6665 -4.6978 2.2966 0.393 0.146 0.940
O 3.6679 -3.7249 2.7318 0.217 0.185 -0.841
O 3.3025 -5.9128 1.4209 -0.760 0.218 0.654
O 2.0428 -5.4042 3.6044 0.191 -0.196 -0.899
C -0.0391 -4.3803 1.5750 -0.749 0.897 -1.049
N -0.4946 -5.2683 2.4179 0.349 -1.158 0.915
S -2.0948 -5.3866 2.3255 0.561 1.535 -1.301
N -2.3012 -4.2369 1.1593 -0.527 -0.323 0.031
C -1.1182 -3.7635 0.7966 0.435 -0.190 0.331
H -1.3622 0.1422 -2.4880 -0.084 -0.053 0.087
H -1.9843 1.3085 -1.3578 -0.032 -0.101 -0.140
H -3.1112 0.4648 -2.4021 0.339 -0.330 0.173
H -1.8070 -0.4120 0.2255 0.175 0.116 -0.279
H -3.4276 -0.5979 -0.4004 0.366 -0.310 0.081
H -2.9023 -2.7681 -0.6859 0.119 -0.006 -0.204
H 1.7740 -1.7164 -1.9851 -0.038 0.017 0.065
H 0.1580 -1.0927 -2.1407 -0.041 -0.227 0.106
H 2.3239 0.3115 -1.1585 -0.275 0.127 -0.119
H 1.6396 -0.3472 0.3246 0.278 0.012 -0.236
H -1.2052 1.6461 2.5549 0.083 -0.173 0.165
H 0.3816 0.8888 3.0141 -0.259 0.114 0.093
H -0.7257 0.0246 1.9795 -0.078 0.166 -0.005
H 2.2352 2.8630 2.1626 0.037 0.032 -0.209
H 2.9410 2.5448 0.5337 -0.216 0.016 0.258
H 2.6658 1.2215 1.7065 0.150 0.156 -0.091
H 0.2923 4.1426 -0.1850 -0.087 0.094 0.181
H -1.2984 3.3835 -0.0625 0.012 0.115 0.224
H -0.5009 4.0052 1.4284 -0.033 0.099 -0.212
H 3.2874 -1.2390 1.7479 0.344 0.168 -0.013
H 3.8354 -0.5460 0.2007 0.100 -0.146 0.009
H 4.8569 -1.7493 1.0201 -0.104 0.153 0.074
H 3.7257 -3.0411 -1.6767 0.190 -0.370 -0.115
H 2.6543 -6.6333 1.4350 0.261 -0.145 -0.524
H 2.0223 -6.3632 3.5047 -0.289 0.042 0.339
Cl 2.0442 4.9532 -2.1286 0.047 -0.069 -0.061
C 2.3190 6.6009 -1.5072 0.006 0.132 -0.026
C 3.2914 6.6255 -0.3548 0.115 0.074 0.013
Cl 2.6411 5.8617 1.1183 0.048 -0.016 -0.154
H 1.3543 7.0145 -1.2277 -0.007 -0.075 0.070
H 2.7189 7.1895 -2.3319 0.046 -0.033 0.011
H 3.5239 7.6585 -0.0990 -0.072 0.012 -0.023
H 4.2194 6.1164 -0.6071 -0.054 -0.069 -0.004
Cl -1.4384 7.7384 3.6409 0.063 0.213 0.119
C -0.0535 8.7941 3.2569 -0.043 0.163 0.088
C -0.2644 9.5675 1.9798 0.005 0.169 0.081
Cl -0.2415 8.5145 0.5421 -0.002 -0.012 -0.022
H 0.8369 8.1768 3.2075 -0.035 -0.063 -0.068
H 0.0565 9.4879 4.0900 -0.046 0.049 -0.047
H 0.5391 10.2920 1.8541 0.035 -0.050 0.023
H -1.2111 10.1029 1.9873 -0.039 -0.098 -0.040
Cl -5.7846 -1.3636 -0.0794 -0.361 0.372 -0.087
C -5.4292 -2.9640 0.5800 0.163 -0.217 0.025
C -6.3401 -3.3405 1.7188 -0.055 -0.133 -0.033
Cl -6.0417 -2.3547 3.1746 -0.009 0.020 0.006
H -4.3861 -2.9735 0.8855 -0.051 -0.027 0.094
H -5.5516 -3.6687 -0.2387 -0.107 0.043 0.050
H -6.1651 -4.3790 1.9970 0.069 0.014 -0.026
H -7.3873 -3.2296 1.4462 0.019 0.090 0.019
Cl 1.1446 5.7893 3.9318 0.222 -0.417 0.153
C 0.6617 5.2310 5.5548 -0.027 0.130 0.132
C 0.9978 3.7789 5.7771 -0.007 -0.025 0.145
Cl -0.0041 2.7047 4.7717 0.136 0.226 0.214
H -0.4040 5.4186 5.6702 -0.004 -0.030 -0.113
H 1.1975 5.8485 6.2746 0.052 -0.040 -0.018
H 0.8103 3.5105 6.8161 -0.044 0.064 -0.003
H 2.0424 3.5731 5.5541 -0.032 0.005 -0.091
Cl -4.6962 -5.9794 -0.6031 0.084 -0.166 -0.029
C -5.0095 -7.6842 -1.0166 -0.134 -0.069 -0.023
C -3.8560 -8.5773 -0.6359 -0.046 -0.113 0.048
Cl -2.4136 -8.2785 -1.6394 0.028 0.036 0.030
H -5.2244 -7.7377 -2.0812 0.092 0.043 -0.006
H -5.9039 -7.9849 -0.4727 0.049 -0.013 0.054
H -4.1349 -9.6197 -0.7829 -0.023 0.024 -0.052
H -3.5742 -8.4407 0.4058 0.031 0.079 -0.034
Cl -3.3754 7.2338 1.0131 -0.181 -0.047 -0.189
C -5.1204 6.9250 1.1894 -0.050 0.072 -0.058
C -5.4057 5.8762 2.2348 -0.116 0.016 0.061
Cl -4.8598 4.2569 1.7298 0.036 0.000 0.015
H -5.5125 6.6351 0.2172 0.043 -0.069 0.018
H -5.5832 7.8679 1.4785 0.011 -0.026 0.065
H -6.4795 5.8099 2.4056 0.001 0.002 -0.057
H -4.9218 6.1148 3.1793 0.077 -0.019 -0.050
Cl 2.9903 -3.8216 -5.2653 0.031 0.022 0.063
C 2.0846 -5.2272 -4.6421 -0.037 -0.158 -0.069
C 0.7456 -4.8289 -4.0752 -0.022 -0.091 -0.007
Cl 0.9155 -3.8741 -2.5805 0.260 -1.359 -1.011
H 2.7027 -5.7196 -3.8950 0.012 0.096 0.033
H 1.9447 -5.9118 -5.4776 -0.028 0.057 -0.027
H 0.1715 -5.7201 -3.8233 0.055 -0.014 0.026
H 0.1675 -4.2398 -4.7846 0.055 0.064 0.032
Cl 7.8459 -6.5313 -1.1493 0.033 -0.018 -0.011
C 7.1672 -5.9246 0.3869 -0.054 -0.022 0.166
C 6.6928 -4.4996 0.2792 -0.132 -0.014 0.070
Cl 8.0454 -3.3509 0.0792 0.023 0.010 -0.031
H 7.9281 -6.0359 1.1560 0.062 0.026 -0.078
H 6.3263 -6.5690 0.6386 -0.046 0.057 -0.050
H 6.1694 -4.2166 1.1928 0.007 -0.038 0.007
H 6.0128 -4.3663 -0.5560 0.041 0.022 -0.007
Cl 4.9704 2.5762 -1.0119 0.119 -0.057 -0.089
C 5.2427 2.2023 -2.7335 0.058 0.084 -0.070
C 4.3629 1.0775 -3.2200 -0.078 0.062 -0.143
Cl 4.8154 -0.4910 -2.4979 0.010 0.000 -0.006
H 6.2972 1.9701 -2.8637 -0.022 -0.072 0.064
H 5.0194 3.1097 -3.2936 -0.094 -0.030 0.005
H 4.4657 0.9706 -4.2989 0.057 0.002 0.017
H 3.3152 1.2646 -2.9919 0.027 -0.007 0.074
Cl -7.0720 2.0173 -5.1510 -0.010 0.009 0.023
C -5.3070 1.7987 -5.2701 0.103 0.064 -0.075
C -4.9013 0.3529 -5.1344 0.123 -0.048 -0.047
Cl -5.1677 -0.2697 -3.4886 -0.377 -0.130 -0.121
H -4.8395 2.4161 -4.5067 -0.060 -0.047 0.055
H -5.0067 2.1738 -6.2476 -0.021 -0.051 -0.015
H -3.8364 0.2494 -5.3429 0.006 0.062 0.036
H -5.4490 -0.2820 -5.8269 -0.065 0.026 0.048
```
Forces are in eV/Å.